ORCA calculation (wB97M-V/def2-TZVPD) on a 3-piece molecular cluster, C6H16O4 overall.

CARTESIAN COORDINATES (ANGSTROEM)
H -1.197 3.686 0.274
C -0.764 -0.372 -1.260
C -0.689 1.564 0.374
H 1.363 -2.751 -1.027
O 2.989 1.384 -0.152
O -1.408 -2.811 1.501
H 0.106 1.957 -0.267
H -0.486 0.490 -1.873
C -1.428 0.232 -0.022
C 0.071 1.453 1.737
C -1.662 2.735 0.509
H 2.931 0.413 -0.218
O 0.454 -2.422 -0.907
H 0.280 0.486 2.206
H -1.405 -0.370 0.883
H -0.363 2.109 2.498
H 1.051 1.916 1.637
H 2.886 1.545 -1.090
H -2.448 0.483 -0.296
H -2.156 2.762 1.474
H -0.602 -2.638 1.966
H -1.550 -0.918 -1.782
H -1.030 -3.211 0.726
O 1.624 -0.583 -1.287
C 0.539 -1.082 -1.082
H -2.521 2.580 -0.165

SMILES: CC(C)CCC(=O)O.O.O
Total charge: 0
E_HOMO (eV): -10.72
E_tot (hartree): -539.15909
Maximum force (eV/A): 2.24
ΔE to the lowest compared entry with this formula, charge and spin (eV): 0.758

Atomic partial charges in e from the natural (NBO) method, atoms 1 to 8:
1 H 0.2126
2 C -0.5215
3 C -0.2398
4 H 0.4984
5 O -0.9426
6 O -0.9286
7 H 0.2158
8 H 0.2376